Entry from OMol25: a molecular structure, C4H10OS at a distorted geometry (wB97M-V/def2-TZVPD).

The geometry in XYZ format:
```
16
Properties=species:S:1:pos:R:3:forces:R:3
H 1.017381 -0.508651 -1.357452 -0.11 -0.58 0.05
O 0.134816 1.710055 -0.645228 -4.81 3.99 3.97
H -1.596635 0.910417 0.634434 4.09 1.61 0.50
H -1.466159 -0.623102 -1.293495 0.76 1.15 -1.94
S 2.665466 0.030281 0.017534 2.87 3.70 1.66
C 1.296750 -0.818550 -0.338703 -5.54 1.69 -1.90
H 0.317675 -1.045914 1.606246 -1.85 0.85 -2.54
C -0.002588 -0.609070 0.510681 -0.34 2.74 0.44
H 0.098326 1.407141 1.700853 -0.53 0.07 -2.66
H 1.969311 1.219216 -0.107017 1.25 -0.45 0.13
C -1.402176 -0.972944 -0.322129 0.34 -2.47 4.05
H -2.451398 -0.523766 0.158428 2.87 -1.91 -0.69
H -0.621088 2.633865 -0.427377 3.87 -3.93 -1.74
H 1.623471 -1.756855 -0.365417 0.58 -4.39 -0.20
C -0.290846 1.045948 0.639393 -2.27 -3.10 0.75
H -1.292303 -2.098072 -0.410756 -1.22 1.02 0.13
```
Forces are in eV/Å.

Gap between HOMO and LUMO: 8.89 eV
Largest force on an atom: 7.4 eV/A
ΔE to the lowest compared entry with this formula, charge and spin: 4.928 eV
Highest occupied orbital energy: -8.496 eV
Total energy: -17187.897 eV